# 1
DFT (the ωB97M-V functional and the def2-TZVPD basis) results for 2 unconnected molecules or ions with the total composition C4H10N in a non-equilibrium geometry.

```
15
Properties=species:S:1:pos:R:3:nbo_charge:R:1
H 2.2291 0.2479 1.4762 0.226
H 2.3485 1.5092 0.1668 0.234
C -1.3567 -0.4554 0.0843 -0.076
N -0.9036 0.6567 0.8610 -0.743
C -2.1184 -0.3788 -0.9164 -0.350
H 1.9832 -0.6074 -1.6610 0.238
H -0.8849 0.7435 1.8427 0.448
H 0.1079 0.6152 0.5503 0.483
H -1.5453 1.4908 0.5798 0.455
H -0.8867 -1.4010 0.4474 0.238
H -2.4550 -1.2833 -1.4772 0.262
H -2.4314 0.5097 -1.4482 0.229
C 1.9449 -0.5218 -0.5459 -0.352
H 1.8702 -1.5427 -0.2937 0.205
C 2.0981 0.4174 0.3341 -0.495
```

Results
Lowest unoccupied orbital energy   -3.5 eV
HOMO   -15.00 eV
Total charge   +1
Calculated total energy   -5790.6135 eV
Kohn-Sham gap   11.5384 eV

# 2
DFT (the ωB97M-V functional and the def2-TZVPD basis) results for a molecular structure, C49H29Cl5N5O2SSr in a non-equilibrium geometry.

```
92
Properties=species:S:1:pos:R:3:lowdin_charge:R:1
C -3.7991 2.2192 -0.3874 -0.029
H 2.0529 3.7399 -3.3728 0.102
N -0.1641 -0.3122 2.0328 0.002
H -1.3017 1.8550 -4.8308 0.097
H 3.9169 1.7184 -3.7772 0.125
C 4.0395 -4.7424 2.2019 -0.107
H 2.6648 -2.5159 -1.6968 0.115
C -2.8690 1.5779 -3.3783 -0.141
Cl 3.8045 -7.1994 3.3303 0.628
C 2.7848 1.7742 -1.3096 -0.049
H 4.8110 -0.9602 1.8358 0.100
C -2.3537 1.6572 -4.6829 -0.017
H -0.6126 -4.1394 0.3457 0.082
H -4.3605 3.9746 5.3985 0.102
C 6.1964 3.9574 -2.6952 -0.672
C 3.9773 2.5316 -1.7990 -0.199
C -4.2143 2.9412 5.1116 -0.105
C -5.0158 0.9734 -4.3775 -0.108
C 4.2999 0.4891 0.2760 -0.019
C -2.2142 0.9284 2.5941 -0.044
C -3.1505 1.2742 3.7075 -0.198
N 0.3634 1.4944 -1.5838 -0.002
H -4.5407 2.7247 -0.9873 0.101
C 1.3213 3.0662 -2.9502 -0.015
C 3.6129 -3.4515 1.9404 -0.029
C 1.9339 -1.5892 2.1251 -0.039
H -4.5716 2.3988 1.6501 0.103
H 4.9463 -5.1216 1.7481 0.104
N 2.0524 0.0365 0.2870 0.009
C -3.1456 1.4513 -5.8003 -0.103
H -2.8105 3.3819 3.5508 0.127
C 5.5404 3.1010 -3.5612 -0.104
C -0.7524 -0.3421 4.2490 -0.016
C -4.4814 1.1253 -5.6434 -0.678
C -4.2148 1.1829 -3.2674 -0.023
N -1.8291 1.2135 0.1851 -0.009
H 4.3077 3.5228 0.0689 0.128
C 5.7647 4.1171 -1.3893 -0.103
C 2.0360 -3.3284 -1.3536 -0.229
C -2.5392 1.6699 -0.8631 -0.250
H -4.2330 -2.3797 -1.8542 0.074
Sr -0.2730 -0.5095 -0.3846 1.538
Cl -5.9800 2.3498 7.0818 0.628
H 6.2857 4.7956 -0.7268 0.102
H -6.0473 0.6667 -4.2591 0.103
C 3.2868 -5.5613 3.0240 -0.680
C 2.0987 -5.1006 3.5615 -0.107
N 0.9320 -3.0400 -0.5761 -0.046
H -3.7119 -0.7504 4.1114 0.128
H 5.2457 0.9536 0.0389 0.101
O -2.1195 -1.9933 -0.2257 -0.181
C 0.7109 -1.0804 2.6990 -0.255
Cl -5.4813 0.8504 -7.0470 0.627
C -0.5845 2.0076 -2.3730 -0.256
H 0.7154 -3.5002 3.6613 0.102
C -2.5643 1.4069 1.3126 -0.229
C 0.3519 -1.1224 4.1073 -0.033
C -3.2757 -2.7955 -2.1601 -0.472
C 2.6572 -0.7675 1.1720 -0.273
H 0.9207 -1.5978 4.8933 0.103
O -1.3327 -1.4295 -2.2573 -0.177
C -0.0048 2.9952 -3.2619 -0.038
H -3.1664 -2.7513 -3.2368 0.070
C -2.0064 1.7488 -2.1976 -0.031
Cl -3.2712 -4.5321 -1.6756 0.532
C 1.5523 2.0904 -1.9100 -0.234
C 4.0819 -0.5128 1.1755 -0.040
H 4.1905 -2.8564 1.2494 0.093
C -3.3495 2.6030 4.0793 -0.027
C 4.4340 2.3949 -3.1065 -0.027
S 1.0129 -5.5665 -0.8433 1.002
H 3.0414 -5.1128 -2.1540 0.063
H -4.6379 0.9932 -2.2938 0.099
Cl 7.5890 4.8512 -3.2579 0.628
H -0.5446 3.6156 -3.9632 0.102
C -3.8472 0.2859 4.3991 -0.025
C -1.0946 0.1386 2.9258 -0.225
H -1.2536 -0.0913 5.1719 0.103
H 1.4892 -5.7592 4.1666 0.103
H -5.2598 -0.1654 5.9627 0.102
C 2.4400 -2.9202 2.5051 -0.151
C -2.1461 -2.0158 -1.4864 -0.789
H -2.7206 1.5210 -6.7937 0.103
C -4.8904 1.9355 5.7803 -0.674
C 3.0146 0.8225 -0.2912 -0.238
C -4.7165 0.6070 5.4335 -0.103
C 2.2465 -4.6464 -1.5915 -0.405
C 0.3004 -4.1275 -0.2427 -0.471
C 4.6581 3.4028 -0.9504 -0.026
C -3.8014 2.0768 0.9646 -0.008
C 1.6791 -3.8089 3.2895 -0.025
H 5.8932 2.9863 -4.5779 0.102
```

Results
Lowest unoccupied orbital energy (alpha / beta)   1.0 / 0.9 eV
HOMO (alpha / beta)   -4.16 / -4.14 eV
Total charge   -1
Calculated total energy   -137118.5040 eV
Kohn-Sham gap (alpha / beta)   5.1263 / 5.0892 eV